1.
Density functional theory data (ωB97M-V with the def2-TZVPD basis set) for a 6-piece molecular cluster, C33H75N3O9 overall at a distorted geometry.

Last column: Löwdin charge in e.
Positions of all 120 atoms, in Å:
C (-4.01552, -3.72602, 3.47721)  -0.0422
C (-2.57069, -4.15187, 3.31553)  -0.5025
C (-2.02793, -4.40006, 4.73885)  -0.0512
C (-2.39374, -5.52276, 2.60356)  -0.1273
C (-2.44591, -5.43380, 1.07048)  -0.1689
C (-1.56302, -4.32078, 0.50525)  -0.1320
C (-1.72665, -2.98984, 1.26095)  -0.4931
C (-0.53288, -2.15096, 0.76036)  -0.0366
C (-2.98313, -2.25770, 0.74759)  -0.0245
N (-1.64085, -3.17137, 2.70212)  -0.0819
O (-1.65932, -1.94584, 3.39996)  -0.0179
H (-4.61333, -3.93048, 2.58744)  0.0709
H (-4.54601, -4.10672, 4.35270)  0.0882
H (-4.14519, -2.65202, 3.67093)  0.0824
H (-2.36730, -5.37073, 5.10617)  0.0833
H (-0.93915, -4.46014, 4.77968)  0.0877
H (-2.35365, -3.60397, 5.40923)  0.0790
H (-1.37920, -5.81160, 2.89076)  0.1182
H (-3.06754, -6.28311, 2.99373)  0.1214
H (-2.24606, -6.45311, 0.73275)  0.1097
H (-3.46234, -5.20882, 0.72807)  0.1068
H (-1.86858, -4.16521, -0.52933)  0.1162
H (-0.50256, -4.57836, 0.48368)  0.1205
H (-0.21682, -2.18136, -0.28573)  0.0916
H (0.40476, -2.51077, 1.19490)  0.0763
H (-0.67964, -1.11633, 1.08093)  0.0615
H (-2.99977, -1.22757, 1.11235)  0.0758
H (-3.90720, -2.70994, 1.11322)  0.0650
H (-3.10299, -2.36336, -0.32780)  0.0757
H (-2.44221, -1.47131, 3.06506)  0.0778
C (-5.30811, 1.26039, -0.86329)  -0.0195
C (-4.68370, 2.09661, -2.02343)  -0.4863
C (-5.81278, 2.93099, -2.66135)  -0.0485
C (-3.77470, 3.17828, -1.43613)  -0.1388
C (-2.33807, 2.68997, -1.20555)  -0.1838
C (-1.80459, 1.96354, -2.43777)  -0.1382
C (-2.72520, 0.88701, -3.08514)  -0.4869
C (-2.14232, 0.63647, -4.48139)  -0.0230
C (-2.48259, -0.34944, -2.18198)  -0.0368
N (-4.11337, 1.30640, -3.11673)  -0.0980
O (-4.97911, 0.28537, -3.53306)  -0.0054
H (-5.98792, 0.47034, -1.18188)  0.0779
H (-4.58831, 0.77159, -0.20037)  0.0643
H (-5.83128, 1.97463, -0.22810)  0.0840
H (-6.45343, 3.48448, -1.97091)  0.0847
H (-5.46450, 3.64772, -3.40296)  0.0839
H (-6.48229, 2.26084, -3.21274)  0.0814
H (-3.69193, 4.08253, -2.04551)  0.1186
H (-4.16038, 3.60007, -0.50484)  0.1223
H (-1.66760, 3.51708, -0.96581)  0.1112
H (-2.39238, 2.02289, -0.33596)  0.0897
H (-0.78140, 1.62828, -2.24969)  0.1009
H (-1.57544, 2.71545, -3.20725)  0.1125
H (-2.82265, 0.07774, -5.13756)  0.0833
H (-1.38149, -0.15095, -4.45099)  0.0846
H (-1.83162, 1.55751, -4.96453)  0.0766
H (-2.86227, -0.11155, -1.18900)  0.0535
H (-1.42928, -0.60416, -2.09991)  0.0803
H (-3.04595, -1.19187, -2.59729)  0.0858
H (-5.12154, -0.27439, -2.74868)  0.0825
C (6.67058, 0.91320, 1.67400)  -0.0299
C (5.49328, 1.17732, 0.71624)  -0.5119
C (5.08430, 2.63003, 0.90818)  -0.0398
C (5.96173, 1.09512, -0.72670)  -0.1455
C (6.08942, -0.33991, -1.22186)  -0.1704
C (4.74684, -1.06825, -1.04138)  -0.1312
C (4.23823, -1.06362, 0.40238)  -0.4984
C (2.77049, -1.48847, 0.36105)  -0.0417
C (5.03964, -2.04310, 1.25986)  -0.0151
N (4.32874, 0.31248, 0.92778)  -0.1081
O (3.72503, 0.50634, 2.18264)  -0.0078
H (7.20588, -0.02688, 1.51497)  0.0645
H (7.43049, 1.69064, 1.59741)  0.0839
H (6.31493, 0.81894, 2.70242)  0.0885
H (5.89148, 3.34812, 0.77217)  0.0914
H (4.28835, 2.96498, 0.23297)  0.0698
H (4.61430, 2.79499, 1.88375)  0.0860
H (5.35532, 1.60318, -1.48352)  0.1220
H (6.93699, 1.58656, -0.80350)  0.1252
H (6.37908, -0.38685, -2.27350)  0.1118
H (6.90042, -0.83782, -0.67951)  0.1080
H (4.94026, -2.11158, -1.30312)  0.1161
H (4.04747, -0.66588, -1.77613)  0.1200
H (2.61586, -2.42322, -0.17796)  0.0973
H (2.15028, -0.72084, -0.10274)  0.0644
H (2.34859, -1.57024, 1.36403)  0.0762
H (4.52233, -2.31331, 2.18344)  0.0863
H (5.96142, -1.59253, 1.62377)  0.0610
H (5.28666, -2.96108, 0.72431)  0.0866
H (2.83772, 0.84808, 1.99046)  0.0633
O (2.42248, 1.82495, -1.17850)  -0.1010
C (1.41547, 2.45811, -0.37493)  -0.1951
C (0.43364, 1.48868, 0.24301)  -0.2239
O (0.97735, 0.96507, 1.45312)  -0.1069
H (2.96564, 1.29825, -0.55839)  0.0572
H (1.91966, 3.13399, 0.32096)  0.1263
H (0.88040, 3.12609, -1.05662)  0.1161
H (0.19226, 0.63736, -0.40355)  0.1114
H (-0.49386, 2.03880, 0.44502)  0.0937
H (0.20374, 0.59268, 1.93115)  0.0587
O (-0.58927, 3.42879, 4.58276)  -0.0628
C (-0.00637, 2.11203, 4.62788)  -0.2249
C (-0.94164, 0.98312, 4.25937)  -0.2299
O (-1.36224, 1.00135, 2.90371)  -0.0822
H (-0.32521, 3.79318, 3.73253)  0.0780
H (0.88618, 2.12359, 3.99668)  0.1152
H (0.33108, 2.00332, 5.66136)  0.1238
H (-1.80125, 1.02935, 4.93924)  0.1278
H (-0.49204, 0.02028, 4.50307)  0.1199
H (-1.91320, 1.78084, 2.77198)  0.1034
O (2.55175, 3.25263, -3.59744)  -0.0540
C (1.76823, 2.45689, -4.43629)  -0.2736
C (2.13689, 2.54427, -5.91685)  -0.2273
O (2.26930, 3.94257, -6.23987)  -0.0781
H (2.54683, 2.89374, -2.69934)  0.0350
H (1.96393, 1.41336, -4.15559)  0.1205
H (0.69395, 2.67337, -4.41860)  0.1007
H (1.26984, 2.23824, -6.51260)  0.1133
H (3.05034, 1.98269, -6.13397)  0.1156
H (2.60068, 3.99809, -7.14199)  0.0776

- HOMO-LUMO gap (eV) = 8.362
- LUMO energy (eV) = 0.093
- E_HOMO (eV) = -8.2686
- SMILES = CC1(C)CCCC(C)(C)N1O.CC1(C)CCCC(C)(C)N1O.CC1(C)CCCC(C)(C)N1O.OCCO.OCCO.OCCO
- energy relative to the best compared isomer or geometry (same formula, charge and spin) (kcal/mol) = 21.9
- calculated total energy (hartree) = -2143.57582
- M (g/mol) = 657.975



2.
Density functional theory data (ωB97M-V with the def2-TZVPD basis set) for a 2-piece molecular cluster, C5H9NO overall.

Last column: Löwdin charge in e.
Positions of all 16 atoms, in Å:
C (1.47291, 0.45045, 0.07848)  -0.0770
C (0.64874, -0.77151, 0.36064)  -0.3398
C (1.27287, -1.90739, 1.14760)  -0.0700
C (-0.52895, -1.05153, -0.17188)  -0.1875
O (-1.55852, -1.41651, -0.58211)  0.1375
H (2.35378, 0.15503, -0.50447)  0.0796
H (1.80784, 0.90446, 1.01883)  0.0786
H (0.89294, 1.17778, -0.48803)  0.0373
H (1.61306, -1.54561, 2.12466)  0.0772
H (2.14448, -2.29658, 0.60612)  0.0794
H (0.57727, -2.73793, 1.31034)  0.0807
C (-2.42975, 1.63773, -0.76641)  -0.1035
N (-1.25090, 1.64746, -1.22529)  0.0332
H (-2.77970, 0.76157, -0.21287)  0.0580
H (-3.10514, 2.48277, -0.94670)  0.0683
H (-1.13093, 2.50983, -1.74890)  0.0480

- HOMO-LUMO gap (eV) = 9.049
- LUMO energy (eV) = 1.015
- E_HOMO (eV) = -8.0344
- SMILES = CC(C)=C=O.C=N
- energy relative to the best compared isomer or geometry (same formula, charge and spin) (kcal/mol) = 58.5
- calculated total energy (hartree) = -325.84437
- M (g/mol) = 99.133



3.
Density functional theory data (ωB97M-V with the def2-TZVPD basis set) for C4H15N2O2 as an isolated structure at a distorted geometry.

Last column: Mulliken spin population.
Positions of all 23 atoms, in Å:
C (-0.40142, -1.24054, 1.60346)  -0.0061
C (-1.48495, -0.54056, 0.81297)  0.0233
C (-1.24349, -0.64414, -0.69890)  -0.0455
C (-0.37700, 1.39758, -1.64237)  0.6510
N (-0.10271, 0.27764, -0.92006)  0.2680
N (0.87279, -0.89942, 0.91155)  0.0190
H (-0.44974, -2.30841, 1.82587)  0.0015
H (-0.28463, -0.81618, 2.59525)  0.0020
H (-2.46678, -0.56500, 1.28126)  -0.0082
H (-1.22368, 0.48572, 1.07095)  0.0062
H (-0.93128, -1.67165, -0.92858)  0.0131
H (-2.13095, -0.37742, -1.24506)  0.0217
H (-1.06813, 1.39274, -2.47970)  0.0310
H (0.34906, 2.16910, -1.62752)  0.0238
H (1.74213, -0.80044, 1.42587)  -0.0029
H (1.09396, -1.61772, 0.23856)  0.0075
H (0.56847, -0.00405, 0.05928)  -0.0176
H (2.68521, -0.71916, -4.03786)  0.0005
H (1.98702, 0.54891, -4.31731)  -0.0026
O (1.87226, -0.25639, -3.79982)  0.0130
H (0.49538, 2.78170, 2.96182)  -0.0006
H (0.19361, 1.56711, 3.91210)  0.0005
O (0.30486, 1.84058, 2.99825)  0.0013

- HOMO-LUMO gap (spin up / spin down) (eV) = 4.881 / 8.763
- LUMO energy (spin up / spin down) (eV) = 0.589 / 0.578
- E_HOMO (spin up / spin down) (eV) = -4.2922 / -8.1857
- spin multiplicity = 2
- energy relative to the best compared isomer or geometry (same formula, charge and spin) (kcal/mol) = 40.7
- calculated total energy (hartree) = -421.24445
- M (g/mol) = 123.176